Record 1
Formula: C41H57CsN2O7P2Si2Te
Source: the Open Molecules 2025 dataset
Level of theory: ωB97M-V/def2-TZVPD

Properties
Total energy = -102927.3030 eV
Lowest unoccupied orbital energy = 3.44 eV
Strongest force on any atom = 4.29 eV/A

```
! wB97M-V def2-TZVPD RIJCOSX def2/J DEFGRID3
* xyz -2 1
Cs -0.554 0.499 -0.861
O 0.688 -2.029 -0.862
C -0.112 -3.036 -1.472
C -1.592 -2.921 -1.048
N -2.298 -1.705 -1.459
C -3.486 -1.430 -0.609
C -4.116 -0.003 -0.813
O -5.388 -0.023 -0.924
O -3.353 1.006 -0.747
C -2.653 -1.680 -2.901
C -1.423 -1.398 -3.807
O -1.307 -2.193 -4.799
O -0.671 -0.437 -3.477
H 1.596 -2.394 -0.696
H 0.262 -4.006 -1.124
H 0.036 -3.012 -2.551
H -1.584 -2.958 0.049
H -2.138 -3.810 -1.387
H -3.196 -1.461 0.449
H -4.248 -2.203 -0.766
H -3.356 -0.868 -3.124
H -3.144 -2.616 -3.193
O 0.274 -0.951 1.372
P 0.331 -1.151 2.868
C -0.324 0.364 3.658
P -1.842 1.117 2.985
O -1.574 1.461 1.536
C -3.181 -0.043 3.200
C -3.670 -0.400 4.464
C -4.718 -1.314 4.587
C -5.290 -1.882 3.450
C -4.815 -1.535 2.188
C -3.767 -0.622 2.065
C -2.188 2.583 3.964
C -1.959 2.648 5.345
C -2.243 3.814 6.059
C -2.757 4.930 5.401
C -2.987 4.881 4.029
C -2.706 3.715 3.316
C 2.019 -1.330 3.455
C 2.473 -2.468 4.136
C 3.799 -2.558 4.568
C 4.691 -1.520 4.311
C 4.264 -0.395 3.611
C 2.939 -0.305 3.181
C -0.682 -2.503 3.453
C -0.891 -2.736 4.821
C -1.691 -3.798 5.247
C -2.294 -4.635 4.311
C -2.095 -4.416 2.950
C -1.292 -3.357 2.524
H 0.448 1.137 3.574
H -0.454 0.161 4.724
H -3.245 0.028 5.366
H -5.090 -1.587 5.571
H -6.104 -2.595 3.547
H -5.256 -1.975 1.298
H -3.398 -0.360 1.074
H -1.559 1.796 5.887
H -2.064 3.856 7.131
H -2.976 5.838 5.956
H -3.384 5.750 3.510
H -2.882 3.687 2.241
H 1.812 -3.310 4.322
H 4.139 -3.447 5.092
H 5.725 -1.596 4.639
H 4.964 0.405 3.386
H 2.627 0.564 2.604
H -0.422 -2.100 5.568
H -1.847 -3.973 6.308
H -2.922 -5.459 4.640
H -2.569 -5.063 2.217
H -1.148 -3.187 1.458
C -1.877 5.838 -2.028
C -1.533 4.450 -1.725
N -1.260 3.349 -1.484
H -2.963 5.967 -2.080
H -1.453 6.143 -2.989
H -1.492 6.512 -1.257
C 4.629 3.990 -6.758
Si 3.177 3.243 -5.854
C 1.944 4.590 -5.460
C 2.373 1.962 -6.950
C 3.790 2.453 -4.273
Te 2.152 1.571 -3.201
C 3.453 0.152 -2.251
Si 3.411 -1.494 -3.140
C 4.555 -2.681 -2.265
C 3.978 -1.294 -4.908
C 1.677 -2.188 -3.121
H 4.276 4.462 -7.697
H 5.363 3.194 -6.998
H 5.110 4.756 -6.116
H 1.602 5.062 -6.403
H 2.426 5.354 -4.817
H 1.073 4.155 -4.929
H 2.023 2.446 -7.885
H 1.509 1.508 -6.425
H 3.112 1.173 -7.200
H 4.283 3.219 -3.640
H 4.516 1.665 -4.559
H 3.136 0.028 -1.196
H 4.488 0.549 -2.240
H 5.587 -2.276 -2.277
H 4.536 -3.662 -2.782
H 4.220 -2.811 -1.215
H 5.009 -0.887 -4.923
H 3.296 -0.599 -5.438
H 3.962 -2.281 -5.414
H 1.342 -2.316 -2.071
H 1.667 -3.170 -3.635
H 0.991 -1.492 -3.645
H 1.730 1.873 0.204
*
```


Record 2
Formula: C26H20CrF5N6PS
Source: the Open Molecules 2025 dataset
Level of theory: ωB97M-V/def2-TZVPD

Properties
Total energy = -98354.0084 eV
⟨S²⟩ = 3.82
Lowest unoccupied orbital energy (alpha / beta) = -3.86 / -3.23 eV
Strongest force on any atom = 0.86 eV/A

```
! wB97M-V def2-TZVPD RIJCOSX def2/J DEFGRID3
* xyz 1 4
Cr -1.297 -0.333 0.286
N -1.268 0.440 2.281
C 0.074 0.502 2.884
C 0.219 0.431 4.256
C 1.494 0.478 4.803
C 2.610 0.598 3.984
C 2.454 0.667 2.609
C 1.180 0.619 2.049
P 0.859 0.635 0.276
C 0.729 2.361 -0.244
C 0.643 3.396 0.680
C 0.451 4.703 0.240
C 0.345 4.972 -1.116
C 0.435 3.938 -2.044
C 0.628 2.635 -1.613
C 2.213 -0.077 -0.654
C 3.340 0.699 -0.936
C 4.392 0.145 -1.647
C 4.318 -1.173 -2.084
C 3.197 -1.943 -1.809
C 2.141 -1.399 -1.092
H -1.699 1.361 2.327
H -1.842 -0.191 2.837
H -0.650 0.327 4.896
H 1.617 0.411 5.876
H 3.601 0.624 4.418
H 3.324 0.733 1.966
H 0.741 3.197 1.741
H 0.399 5.510 0.959
H 0.206 5.990 -1.455
H 0.367 4.151 -3.103
H 0.723 1.839 -2.346
H 3.392 1.735 -0.621
H 5.264 0.745 -1.872
H 5.135 -1.598 -2.652
H 3.135 -2.965 -2.159
H 1.264 -1.997 -0.884
F -5.068 -5.388 -0.875
C -4.032 -4.702 -0.417
C -4.211 -3.421 0.076
F -5.417 -2.862 0.080
C -3.106 -2.753 0.545
F -3.270 -1.472 1.012
C -1.825 -3.265 0.543
S -0.467 -2.318 1.177
C -1.679 -4.541 0.028
F -0.479 -5.113 -0.028
C -2.766 -5.260 -0.440
F -2.600 -6.483 -0.922
N -3.451 0.938 -0.448
N -2.126 1.514 -0.447
H -3.970 1.214 -1.275
H -3.948 1.281 0.365
H -2.117 2.507 -0.229
H -1.756 1.416 -1.389
N -1.209 -0.860 -1.565
C -0.824 -1.024 -2.675
N -0.449 -1.267 -3.825
C 0.086 -0.484 -4.752
N 0.552 0.173 -5.579
*
```


Record 3
Formula: C4H6BrINS
Source: the Open Molecules 2025 dataset
Level of theory: ωB97M-V/def2-TZVPD

Properties
Total energy = -94702.4122 eV
⟨S²⟩ = 2.02
Lowest unoccupied orbital energy (alpha / beta) = -4.17 / -8.15 eV
Strongest force on any atom = 4.21 eV/A

```
! wB97M-V def2-TZVPD RIJCOSX def2/J DEFGRID3
* xyz 1 3
C 0.800 -0.059 -0.318
C 1.082 -1.124 -1.079
C -1.679 -2.057 -1.063
C -0.162 1.064 1.595
N -0.143 -0.009 0.688
S -0.021 -2.574 -1.073
Br 1.496 1.155 2.844
I -2.612 -0.247 -1.282
H 1.288 0.809 -0.652
H 1.818 -1.047 -1.865
H -2.473 -2.783 -1.323
H -0.159 2.149 1.167
H -0.933 0.931 2.283
H -0.332 -0.799 1.226
*
```


Record 4
Formula: C9H22N5O
Source: the Open Molecules 2025 dataset
Level of theory: ωB97M-V/def2-TZVPD

Properties
Total energy = -19179.6475 eV
Lowest unoccupied orbital energy = -2.22 eV
Strongest force on any atom = 5.09 eV/A
SMILES = C[N+]1([C@H]2N[C@@H](N)N[C@@H](O)N2)CCCCC1

```
! wB97M-V def2-TZVPD RIJCOSX def2/J DEFGRID3
* xyz 1 1
C -1.653 -0.240 1.195
N -0.369 0.227 0.801
C -0.065 -0.097 -0.666
N -0.142 -1.470 -0.872
C 0.415 -1.780 -2.233
N 0.397 -3.093 -2.565
N -0.094 -0.959 -3.223
C -0.171 0.472 -2.957
O -0.803 1.140 -3.964
N -0.834 0.703 -1.561
C -0.294 1.679 1.074
C 0.015 2.237 2.416
C 1.217 1.508 3.079
C 0.939 0.013 3.118
C 0.660 -0.454 1.630
H -1.740 -1.268 1.378
H -1.840 0.067 2.217
H -2.429 0.076 0.519
H 1.024 0.167 -0.969
H -1.103 -1.694 -0.783
H 1.418 -1.412 -1.967
H 0.441 -3.274 -3.501
H 1.166 -3.694 -2.101
H 0.186 -1.137 -4.211
H 0.829 0.867 -2.845
H -1.523 0.565 -4.300
H -1.803 0.421 -1.621
H -1.020 2.255 0.532
H 0.552 1.915 0.427
H -0.814 2.062 2.987
H 0.319 3.209 2.251
H 2.088 1.719 2.577
H 1.240 1.979 4.059
H 1.690 -0.658 3.455
H 0.126 -0.165 3.754
H 1.625 -0.491 1.133
H 0.346 -1.395 1.737
*
```


Record 5
Formula: C32H44BaGeN2O4S2Si3
Source: the Open Molecules 2025 dataset
Level of theory: ωB97M-V/def2-TZVPD

Properties
Total energy = -147588.7805 eV
⟨S²⟩ = 0.75
Lowest unoccupied orbital energy (alpha / beta) = 2.34 / 1.48 eV
Strongest force on any atom = 2.38 eV/A

```
! wB97M-V def2-TZVPD RIJCOSX def2/J DEFGRID3
* xyz -1 2
Ba -0.577 0.058 -0.285
C -4.485 3.832 5.567
C -3.532 2.898 4.874
C -2.466 2.324 5.553
C -1.585 1.457 4.916
C -1.781 1.167 3.578
C -2.848 1.722 2.874
C -3.709 2.584 3.527
S -0.682 0.076 2.723
O 0.111 0.948 1.818
O 0.077 -0.619 3.738
N -1.535 -0.800 1.775
C -2.307 -1.905 2.170
C -2.663 -2.259 3.440
C -3.488 -3.396 3.660
C -3.947 -4.154 2.627
C -3.585 -3.811 1.293
C -4.025 -4.547 0.163
C -3.639 -4.163 -1.084
C -2.787 -3.037 -1.213
N -2.357 -2.339 -0.200
C -2.762 -2.704 1.064
H -4.182 4.026 6.596
H -5.497 3.421 5.592
H -4.541 4.791 5.049
H -2.314 2.557 6.602
H -0.760 1.010 5.453
H -3.005 1.492 1.826
H -4.528 3.018 2.965
H -2.322 -1.689 4.293
H -3.755 -3.651 4.679
H -4.582 -5.014 2.802
H -4.669 -5.406 0.309
H -3.961 -4.694 -1.969
H -2.456 -2.702 -2.193
O 0.033 1.440 -2.225
C -0.913 0.832 -2.802
O -1.032 -0.429 -2.739
C -2.010 1.654 -3.407
C -2.085 1.753 -4.789
C -3.061 2.540 -5.389
C -3.960 3.215 -4.573
C -3.891 3.095 -3.194
C -2.924 2.310 -2.558
S -2.911 2.143 -0.772
H -1.370 1.213 -5.400
H -3.111 2.618 -6.468
H -4.730 3.838 -5.015
H -4.607 3.616 -2.567
C 2.497 -3.098 1.051
Si 3.454 -1.515 0.780
C 5.209 -1.964 0.295
C 3.469 -0.559 2.381
Ge 2.522 -0.230 -0.958
Si 2.913 -1.183 -3.070
C 2.440 -2.992 -3.037
C 4.743 -1.030 -3.453
C 1.950 -0.337 -4.410
Si 3.327 1.986 -0.854
C 2.968 2.910 -2.427
C 5.183 1.845 -0.609
C 2.592 2.908 0.586
H 2.873 -3.608 1.944
H 2.596 -3.774 0.196
H 1.430 -2.915 1.205
H 5.647 -2.523 1.133
H 5.833 -1.089 0.105
H 5.243 -2.600 -0.592
H 3.927 -1.189 3.154
H 2.469 -0.279 2.713
H 4.064 0.354 2.291
H 3.079 -3.572 -2.364
H 2.539 -3.408 -4.046
H 1.406 -3.127 -2.714
H 5.386 -1.505 -2.708
H 5.051 0.015 -3.539
H 4.919 -1.516 -4.422
H 0.889 -0.348 -4.180
H 2.111 -0.875 -5.352
H 2.252 0.705 -4.541
H 3.593 2.555 -3.252
H 3.183 3.972 -2.266
H 1.921 2.803 -2.716
H 5.676 1.322 -1.431
H 5.440 1.328 0.318
H 5.593 2.862 -0.551
H 1.511 3.033 0.493
H 3.048 3.905 0.622
H 2.768 2.403 1.538
*
```


Record 6
Formula: C5H8N2O
Source: the Open Molecules 2025 dataset
Level of theory: ωB97M-V/def2-TZVPD

Properties
Total energy = -10336.0779 eV
Lowest unoccupied orbital energy (alpha / beta) = -0.04 / 0.45 eV
Strongest force on any atom = 5.58 eV/A

```
! wB97M-V def2-TZVPD RIJCOSX def2/J DEFGRID3
* xyz 0 1
C 0.997 1.194 -0.031
C 2.300 0.852 -0.085
C -1.924 -0.609 -0.748
C -2.082 -0.562 0.740
C -1.221 0.465 0.031
N 2.071 -1.432 -0.060
N 0.187 0.231 0.103
O 2.766 -0.375 0.019
H 0.646 2.246 -0.056
H 3.208 1.499 0.203
H -1.118 -1.216 -1.137
H -2.633 -0.196 -1.451
H -2.958 -0.146 1.116
H -1.607 -1.330 1.280
H -1.418 1.527 0.078
H 2.785 -2.150 -0.003
*
```